(1)
A structure of composition C31H40BBrF4FeN3 in a non-equilibrium geometry. Source: the Open Molecules 2025 dataset; level of theory: wB97M-V/def2-TZVPD.

CARTESIAN COORDINATES (ANGSTROEM)
Fe -0.28 0.22 1.42
C -3.25 -0.02 2.01
C -4.04 -0.33 0.73
C -4.02 0.85 -0.24
C -3.61 -1.61 0.06
C -4.59 -2.54 -0.21
C -4.31 -3.76 -0.81
C -2.99 -4.07 -1.08
C -1.96 -3.17 -0.84
C -0.54 -3.64 -1.02
C -0.24 -4.82 -0.09
C -0.24 -4.01 -2.47
C -2.27 -1.88 -0.33
N -1.28 -0.92 -0.25
C -0.51 -0.70 -1.32
C 0.72 -0.05 -1.31
N 1.34 0.38 -0.20
C 2.59 0.94 -0.29
C 3.60 0.49 -1.18
C 4.69 1.33 -1.41
C 4.85 2.53 -0.76
C 3.97 2.86 0.26
C 2.87 2.07 0.52
C 2.03 2.37 1.74
C 1.78 3.86 1.99
C 2.69 1.70 2.95
C 3.74 -0.89 -1.80
C 2.99 -2.02 -1.10
C 3.46 -0.89 -3.31
H -3.87 0.49 2.73
H -2.41 0.65 1.78
H -2.87 -0.93 2.47
H -5.09 -0.48 1.03
H -3.00 1.03 -0.59
H -4.39 1.75 0.25
H -4.65 0.64 -1.10
H -5.62 -2.31 0.04
H -5.10 -4.46 -1.04
H -2.75 -5.04 -1.51
H 0.13 -2.83 -0.72
H -0.82 -5.69 -0.37
H -0.48 -4.55 0.94
H 0.81 -5.07 -0.14
H -0.88 -4.83 -2.79
H 0.80 -4.32 -2.57
H -0.42 -3.17 -3.14
H -0.87 -1.05 -2.29
H 1.18 0.14 -2.27
H 5.45 1.00 -2.11
H 5.70 3.16 -0.98
H 4.16 3.74 0.86
H 1.04 1.90 1.60
H 2.66 4.37 2.35
H 1.00 3.96 2.74
H 1.44 4.35 1.08
H 3.69 2.10 3.11
H 2.76 0.63 2.79
H 2.11 1.87 3.85
H 4.81 -1.11 -1.69
H 1.96 -2.08 -1.41
H 3.02 -1.90 -0.02
H 3.47 -2.97 -1.35
H 2.39 -0.89 -3.51
H 3.88 -1.78 -3.77
H 3.90 -0.02 -3.79
F 0.45 -1.23 3.01
B -0.06 -0.60 4.22
F -1.13 -1.30 4.67
F -0.53 0.67 3.69
F 0.92 -0.41 5.11
Br -3.08 6.21 -1.60
C -2.27 4.72 -0.75
C -2.41 4.53 0.62
C -1.82 3.41 1.18
N -1.13 2.52 0.48
C -0.99 2.73 -0.82
C -1.54 3.81 -1.49
H -2.96 5.23 1.23
H -1.92 3.21 2.24
H -0.42 1.99 -1.36
H -1.41 3.93 -2.56

Calculated values
* frontier orbital gap (alpha / beta): 6.75 / 7.15 eV
* expectation value of S²: 8.774
* 2S+1: 6

The molecule's natural (NBO) atomic charges, reported in e, are given here: Fe 1.65; C -0.58; C -0.24; C -0.60; C -0.03; C -0.20; C -0.21; C -0.21; C -0.04; C -0.24; C -0.60; C -0.60; C 0.19; N -0.72; C -0.02; C -0.06; N -0.65; C 0.10; C -0.03; C -0.20; C -0.21; C -0.25; C 0.07; C -0.22; C -0.61; C -0.61; C -0.24; C -0.60; C -0.59; H 0.23; H 0.14; H 0.23; H 0.21; H 0.20; H 0.20; H 0.21; H 0.21; H 0.21; H 0.21; H 0.22; H 0.20; H 0.22; H 0.21; H 0.20; H 0.21; H 0.20; H 0.20; H 0.20; H 0.21; H 0.21; H 0.21; H 0.14; H 0.21; H 0.21; H 0.21; H 0.21; H 0.22; H 0.22; H 0.21; H 0.20; H 0.22; H 0.21; H 0.19; H 0.21; H 0.21; F -0.59; B 1.34; F -0.53; F -0.60; F -0.53; Br 0.10; C -0.05; C -0.23; C 0.04; N -0.52; C 0.06; C -0.27; H 0.23; H 0.21; H 0.22; H 0.24

---

(2)
A cluster of 6 separate species, C31H40N6O3P in total. Source: the Open Molecules 2025 dataset; level of theory: wB97M-V/def2-TZVPD.

CARTESIAN COORDINATES (ANGSTROEM)
C -0.32 -2.16 -0.72
C -0.06 -1.71 0.73
C -0.20 -2.92 1.67
C -1.67 -3.24 1.76
N -2.35 -2.23 2.60
C -2.23 -0.83 2.03
C -0.90 -0.53 1.30
P -1.22 0.92 0.20
O -2.67 1.20 0.15
O -0.32 2.06 0.81
O -0.54 0.73 -1.22
H -0.59 -3.22 -0.75
H -1.12 -1.64 -1.24
H 0.59 -2.08 -1.30
H 0.99 -1.39 0.80
H 0.15 -2.64 2.67
H 0.37 -3.77 1.31
H -1.92 -4.23 2.14
H -2.13 -3.15 0.77
H -1.98 -2.27 3.55
H -3.34 -2.50 2.65
H -3.10 -0.64 1.41
H -2.33 -0.17 2.89
H -0.25 -0.07 2.05
H -0.83 2.71 1.34
H -1.18 0.42 -1.86
N -4.44 -4.73 2.66
C -4.85 -5.81 2.00
C -5.34 -6.95 2.62
C -5.40 -6.98 4.01
C -4.98 -5.86 4.71
C -4.51 -4.77 4.00
H -4.80 -5.76 0.92
H -5.66 -7.79 2.03
H -5.77 -7.85 4.53
H -5.01 -5.83 5.79
H -4.17 -3.88 4.53
N 3.11 -1.62 -2.60
C 4.31 -1.94 -2.12
C 5.10 -1.07 -1.38
C 4.63 0.21 -1.14
C 3.38 0.56 -1.64
C 2.67 -0.39 -2.36
H 4.66 -2.95 -2.33
H 6.07 -1.39 -1.02
H 5.22 0.92 -0.58
H 2.97 1.55 -1.48
H 1.69 -0.15 -2.76
N 0.42 5.21 -1.42
C 0.10 6.48 -1.65
C -1.11 6.88 -2.21
C -2.03 5.90 -2.56
C -1.70 4.57 -2.33
C -0.47 4.29 -1.76
H 0.84 7.22 -1.37
H -1.32 7.93 -2.38
H -2.98 6.17 -3.00
H -2.39 3.78 -2.58
H -0.18 3.26 -1.56
N -0.68 4.20 3.13
C 0.12 3.62 4.03
C 0.05 3.88 5.39
C -0.90 4.79 5.84
C -1.73 5.40 4.91
C -1.58 5.07 3.58
H 0.85 2.92 3.64
H 0.72 3.39 6.08
H -0.98 5.02 6.89
H -2.48 6.12 5.22
H -2.21 5.53 2.82
N 6.28 -1.07 -5.38
C 6.89 -0.61 -6.47
C 6.21 -0.12 -7.58
C 4.82 -0.12 -7.55
C 4.18 -0.60 -6.42
C 4.95 -1.06 -5.37
H 7.97 -0.63 -6.46
H 6.75 0.24 -8.44
H 4.25 0.25 -8.40
H 3.10 -0.62 -6.35
H 4.49 -1.44 -4.47

Calculated values
* frontier orbital gap: 8.07 eV
* total charge: +1
* 2S+1: 1

The molecule's Mulliken atomic charges, reported in e, are given here: C -1.59; C 0.72; C -1.24; C -0.65; N 0.05; C -1.35; C -0.12; P 0.88; O -0.85; O -0.40; O -0.38; H 0.56; H 0.45; H -0.04; H 0.58; H 0.45; H 0.45; H 0.39; H 0.39; H 0.44; H 0.33; H 0.48; H 0.35; H 0.51; H 0.30; H 0.36; N -0.31; C -0.20; C -0.55; C -0.14; C -0.74; C 0.13; H 0.38; H 0.36; H 0.39; H 0.36; H 0.29; N -0.58; C -0.33; C -0.39; C -0.35; C -0.52; C -0.21; H 0.43; H 0.43; H 0.44; H 0.53; H 0.58; N -0.45; C -0.27; C -0.34; C -0.41; C -0.43; C -0.17; H 0.39; H 0.38; H 0.39; H 0.35; H 0.54; N -0.33; C -0.14; C -0.65; C -0.10; C -0.54; C -0.22; H 0.44; H 0.36; H 0.38; H 0.36; H 0.39; N -0.49; C -0.22; C -0.33; C -0.35; C -0.46; C 0.05; H 0.36; H 0.36; H 0.37; H 0.38; H 0.32

---

(3)
A structure of composition C31H41BF2N3NiO3PS. Source: the Open Molecules 2025 dataset; level of theory: wB97M-V/def2-TZVPD.

CARTESIAN COORDINATES (ANGSTROEM)
Ni 0.01 0.25 0.02
F 5.13 -1.52 -0.37
C 4.28 -0.47 -0.28
C 2.93 -0.70 -0.20
C 2.04 0.37 -0.10
C 2.57 1.68 -0.09
C 3.95 1.85 -0.18
F 4.52 3.08 -0.18
C 4.83 0.80 -0.27
C 1.60 2.80 0.03
C 1.94 4.15 0.06
C 0.96 5.11 0.24
C -0.36 4.71 0.39
C -0.63 3.36 0.33
N 0.31 2.43 0.14
H 2.57 -1.72 -0.22
H 5.90 0.96 -0.34
H 2.97 4.45 -0.05
H 1.23 6.16 0.26
H -1.16 5.42 0.53
H -1.64 3.00 0.43
C -6.32 0.05 2.88
C -6.50 -0.90 1.70
C -5.17 -1.38 1.13
N -4.36 -0.28 0.61
C -3.64 -0.23 -0.51
S -2.39 0.85 -0.71
N -3.94 -1.11 -1.54
C -5.15 -1.52 -2.07
O -5.21 -2.47 -2.81
C -6.36 -0.67 -1.79
C -7.60 -1.31 -1.77
C -8.75 -0.57 -1.55
C -8.66 0.81 -1.37
C -7.43 1.44 -1.42
C -6.27 0.70 -1.62
H -7.29 0.32 3.31
H -5.85 0.99 2.58
H -5.72 -0.40 3.67
H -7.07 -0.42 0.91
H -7.06 -1.78 2.02
H -5.33 -2.11 0.35
H -4.59 -1.88 1.92
H -4.11 0.44 1.27
H -3.10 -1.51 -1.95
H -7.64 -2.37 -1.94
H -9.71 -1.06 -1.52
H -9.56 1.39 -1.20
H -7.36 2.52 -1.30
H -5.31 1.20 -1.66
C 0.27 1.10 3.42
P -0.05 -0.25 2.23
C 1.18 -1.49 2.73
C -1.61 -0.96 2.89
H 0.27 0.75 4.46
H -0.48 1.88 3.30
H 1.25 1.53 3.20
H 1.06 -1.76 3.78
H 2.18 -1.09 2.57
H 1.07 -2.38 2.10
H -1.49 -1.32 3.91
H -1.92 -1.79 2.24
H -2.38 -0.20 2.86
C -0.60 -4.61 0.74
C -0.05 -4.05 -0.57
C 1.02 -4.97 -1.12
O 0.56 -2.78 -0.26
B -0.31 -1.73 -0.55
O -1.42 -2.28 -1.23
C -1.15 -3.65 -1.59
C -2.44 -4.45 -1.47
C -0.67 -3.65 -3.03
H 0.22 -4.71 1.45
H -1.05 -5.60 0.60
H -1.35 -3.94 1.16
H 1.76 -5.18 -0.34
H 1.54 -4.53 -1.97
H 0.59 -5.93 -1.43
H -2.88 -4.35 -0.48
H -2.26 -5.51 -1.66
H -3.17 -4.10 -2.20
H 0.23 -3.04 -3.14
H -1.45 -3.22 -3.66
H -0.46 -4.66 -3.39

Calculated values
* frontier orbital gap (alpha / beta): 5.96 / 8.02 eV
* expectation value of S²: 2.022
* 2S+1: 3

The molecule's natural (NBO) atomic charges, reported in e, are given here: Ni 0.95; F -0.33; C 0.43; C -0.36; C -0.33; C -0.19; C 0.42; F -0.34; C -0.39; C 0.22; C -0.25; C -0.15; C -0.27; C 0.05; N -0.53; H 0.24; H 0.24; H 0.24; H 0.22; H 0.22; H 0.21; C -0.61; C -0.41; C -0.22; N -0.58; C 0.34; S -0.23; N -0.69; C 0.68; O -0.57; C -0.19; C -0.16; C -0.22; C -0.19; C -0.24; C -0.12; H 0.22; H 0.20; H 0.20; H 0.22; H 0.21; H 0.22; H 0.20; H 0.41; H 0.47; H 0.23; H 0.22; H 0.22; H 0.22; H 0.22; C -0.96; P 0.92; C -0.96; C -0.95; H 0.22; H 0.23; H 0.25; H 0.22; H 0.25; H 0.26; H 0.22; H 0.24; H 0.22; C -0.63; C 0.24; C -0.63; O -0.83; B 0.61; O -0.86; C 0.26; C -0.64; C -0.64; H 0.22; H 0.21; H 0.21; H 0.22; H 0.22; H 0.21; H 0.21; H 0.21; H 0.23; H 0.22; H 0.22; H 0.21

---

What is the 2S+1 in the second record?
1

---

Look up the 2S+1 of the third one.
3

---

Which formula does entry 2 have?
C31H40N6O3P